ORCA calculation (ωB97M-V/def2-TZVPD) on one molecule with the formula C3H6O2 at a distorted geometry.

Calculated values
Electronic energy   -7300.5006 eV
Relative energy (zero: lowest compared OMol25 entry of this formula, charge and spin)   3.178 eV
Highest occupied orbital energy   -9.08 eV
LUMO level   0.8 eV
Total charge   0

Atoms and positions in Å:
O  -1.7788  -1.7667  -0.4331
H  -1.4098  0.4614  0.3042
H  1.4354  1.5896  -1.4334
C  -0.4654  -0.0657  0.5362
C  -0.6120  -1.4320  -0.1997
C  0.7253  0.8067  0.1998
H  0.7332  1.7080  0.8378
O  0.6205  1.1489  -1.1670
H  -0.4798  -0.2689  1.6173
H  1.6442  0.2412  0.4071
H  -0.4127  -2.4226  -0.6692